1.
Computed, not measured: one molecule with the formula C3H2BrClN2, with ωB97M-V with the def2-TZVPD basis set.

Calculated values
- LUMO level (alpha / beta): -1.04 / -1.99 eV
- HOMO level (alpha / beta): -9.63 / -8.59 eV
- Net charge: 0
- Relative energy (zero: lowest compared OMol25 entry of this formula, charge and spin): 79.3 kcal/mol

Structure (XYZ):
```
9
Properties=species:S:1:pos:R:3:mulliken_charge:R:1
Cl 2.65901 -1.32315 -0.06143 -0.1484
C 1.25526 -0.35796 0.02474 0.3264
C 1.16884 1.01404 0.30660 -0.2366
C -0.17657 1.35425 0.11001 -0.2638
N -0.86932 0.26011 -0.13131 -0.1902
Br -2.80428 -0.77799 -0.12778 -0.1921
N -0.03565 -0.82802 -0.10037 0.0473
H -0.66199 2.24712 0.44123 0.3955
H -0.53529 -1.58840 -0.46168 0.2619
```

=====

2.
Computed, not measured: an isolated ion of composition C3H2BrO2S and charge -1, with ωB97M-V with the def2-TZVPD basis set.

Calculated values
- LUMO level (alpha / beta): 3.49 / 3.49 eV
- HOMO level (alpha / beta): -3.66 / -3.66 eV
- Net charge: -1
- Relative energy (zero: lowest compared OMol25 entry of this formula, charge and spin): 44.7 kcal/mol

Structure (XYZ):
```
9
Properties=species:S:1:pos:R:3:mulliken_charge:R:1
O 1.75998 -1.13078 -1.39416 -0.6047
S 1.18943 -0.58622 -0.16297 0.9017
O 1.79936 -0.86646 1.11372 -0.5469
Br 1.51228 1.78174 -0.18909 -0.4311
C -0.53574 -0.96756 -0.04234 -0.4626
C -1.29343 0.41423 0.76059 -0.4369
C -1.30638 0.09075 -0.50820 -0.0726
H -1.70221 0.52713 1.74385 0.2964
H -1.42329 0.73717 -1.32139 0.3567
```

=====

3.
Computed, not measured: C3H2CaO as an isolated structure, with ωB97M-V with the def2-TZVPD basis set.

Calculated values
- LUMO level (alpha / beta): -7.05 / -6.55 eV
- HOMO level (alpha / beta): -13.81 / -14.03 eV
- Net charge: +1
- 2S+1: 2
- Relative energy (zero: lowest compared OMol25 entry of this formula, charge and spin): 1.4 kcal/mol

Structure (XYZ):
```
7
Properties=species:S:1:pos:R:3:mulliken_spin:R:1
C -2.71394 -0.63357 0.24780 0.4897
C -2.03431 0.30751 -0.26014 -0.1027
C -0.98913 0.97899 -0.64281 0.6036
H 2.34927 -1.28326 0.08664 -0.0003
H -3.48292 -1.33220 0.55446 -0.0019
O 2.09856 -0.42037 0.41434 0.0015
Ca 1.35641 1.11494 -0.52761 0.0101
```

=====

4.
Computed, not measured: one molecule with the formula C3H2Cl2N2O, with ωB97M-V with the def2-TZVPD basis set.

Calculated values
- LUMO level: -0.26 eV
- HOMO level: -10.01 eV
- Net charge: 0
- Relative energy (zero: lowest compared OMol25 entry of this formula, charge and spin): 52.3 kcal/mol

Structure (XYZ):
```
10
Properties=species:S:1:pos:R:3:mulliken_charge:R:1
Cl 1.76190 -0.50768 -1.77070 -0.1764
C 1.34784 -1.16202 -0.04483 -0.4627
C -0.03292 -0.64712 0.13981 0.4969
O -0.95969 -1.38009 -0.29921 -0.1023
N -2.24027 -0.86380 0.08831 -0.2274
N -1.91727 0.28223 0.58166 -0.1563
C -0.63228 0.52401 0.61377 0.1532
Cl -0.04916 2.01789 1.35205 -0.1517
H 2.15086 -0.61330 0.63167 0.2861
H 1.41703 -2.23766 -0.06326 0.3403
```

=====

So what do the calculations give for molar mass? Going down the list: 181.42 182.02 94.13 152.97 g mol⁻¹.